Entry 1:
Formula: C15H30MgN2O7S2
Source: OMol25
Level of theory: the ωB97M-V functional and the def2-TZVPD basis

Geometry as ORCA input:
```
! RIJCOSX wB97M-V def2-TZVPD def2/J DEFGRID3
* xyz 1 2
Mg 1.59837 -0.27475 -1.31703
C 0.17048 0.16396 0.30224
O 1.06306 0.99981 0.02736
O 0.77711 -0.86542 0.40942
O -0.26729 0.01151 -0.81286
C -2.15811 -0.53355 2.71839
C -3.31328 0.36979 2.60025
N -4.22834 1.10677 2.51793
H -2.20448 -1.25355 3.53543
H -1.21784 -0.01958 2.91792
H -2.09760 -1.11448 1.79808
C 2.34067 2.31662 2.89907
C 1.54038 3.51054 3.23905
N 0.89939 4.48213 3.50800
H 3.09203 2.53278 2.13958
H 1.73678 1.51057 2.48230
H 2.77719 1.99044 3.84308
C 3.00326 3.18035 -2.32662
S 1.51961 2.39915 -3.28533
O 1.60744 0.99430 -2.74959
C 0.25287 3.32829 -2.30412
H 3.02755 2.85518 -1.28654
H 2.84358 4.25844 -2.30839
H 3.91203 2.93174 -2.87473
H 0.22580 4.37860 -2.59432
H 0.43901 3.23010 -1.23463
H -0.74840 2.97915 -2.55646
C 3.75312 -2.76496 -0.12889
S 4.39891 -1.05081 -0.35758
O 3.48562 -0.23371 -1.26906
C 4.16972 -0.37883 1.34296
H 4.20256 -3.29686 0.70967
H 3.92300 -3.26116 -1.08441
H 2.66671 -2.72176 -0.05186
H 4.82265 -0.92671 2.02238
H 3.12599 -0.53740 1.61421
H 4.49749 0.65603 1.44157
C -1.83472 -2.98875 -1.01789
C -0.86704 -4.18435 -0.65905
O -0.79647 -5.20389 -1.36359
C -0.22090 -4.11421 0.68878
H -1.65027 -2.21458 -0.27307
H -2.82977 -3.43365 -1.01119
H -1.53952 -2.65675 -2.01324
H 0.15841 -5.11691 0.88582
H -0.98049 -3.72980 1.36947
H 0.54340 -3.33713 0.67974
C -3.31550 0.44657 -1.53589
C -4.54181 1.24212 -1.09048
O -4.58941 2.46184 -1.04318
C -5.78327 0.41458 -0.67910
H -2.93354 -0.16062 -0.71520
H -2.56450 1.19694 -1.78295
H -3.52026 -0.20912 -2.38221
H -5.49175 -0.21264 0.16334
H -6.27508 -0.16755 -1.45843
H -6.60433 1.01535 -0.28790
*
```

The calculation puts the HOMO energy (alpha / beta) at -11.47 / -11.47 eV. The value obtained for the HOMO-LUMO gap (alpha / beta) is 0.2091 / 0.2113 hartree.

---

Entry 2:
Formula: C34H55MgN4OP2S
Source: OMol25
Level of theory: the ωB97M-V functional and the def2-TZVPD basis

Geometry as ORCA input:
```
! RIJCOSX wB97M-V def2-TZVPD def2/J DEFGRID3
* xyz 1 1
C 2.19166 1.79695 -1.15501
C 0.67648 0.61855 -2.43888
C 2.74654 2.38849 -2.29819
C 1.05695 1.29517 -3.60454
C 2.11264 2.20622 -3.52977
H 3.71548 2.88084 -2.20730
H 0.55225 1.04233 -4.53509
H 2.46365 2.71120 -4.42713
N 1.03576 1.09816 -1.21913
P 1.75978 1.82906 1.57366
P -1.65636 -1.29400 -2.49417
C 2.94597 1.71358 0.16576
H 3.45168 0.73781 0.23870
H 3.73011 2.47422 0.19250
C 0.23154 -0.83168 -2.54161
H 0.52382 -1.15673 -3.54334
C -1.69230 -3.00565 -3.24385
C -3.31004 -0.57527 -1.87758
C 2.53746 0.68060 2.87122
C 1.96434 3.69799 1.85325
C -1.62410 -4.01472 -2.08201
H -2.48383 -3.94222 -1.40428
H -1.61063 -5.02523 -2.51687
H -0.70930 -3.87270 -1.49021
C -2.97168 -3.17749 -4.09398
H -3.89438 -3.19863 -3.50276
H -3.04188 -2.39110 -4.85983
H -2.90654 -4.14279 -4.61555
C -0.47165 -3.25355 -4.16151
H -0.60076 -4.22454 -4.66079
H -0.38736 -2.48852 -4.94687
H 0.45959 -3.31618 -3.58341
C -4.18618 -1.65253 -1.22718
H -3.71651 -2.05315 -0.31755
H -5.13067 -1.17239 -0.93219
H -4.44550 -2.48596 -1.88702
C -3.09456 0.52204 -0.82041
H -2.73742 0.09422 0.13325
H -2.41857 1.31334 -1.16624
H -4.06959 0.99022 -0.60595
C -3.91649 0.02699 -3.15616
H -4.16091 -0.73737 -3.90352
H -4.83836 0.56744 -2.90969
H -3.21579 0.73995 -3.61115
C 1.26565 4.05478 3.17398
H 1.28851 5.15027 3.28144
H 0.21261 3.73914 3.18459
H 1.78049 3.62300 4.04502
C 1.24128 4.37593 0.67408
H 1.75444 4.19381 -0.27880
H 0.20321 4.04055 0.58117
H 1.24098 5.45993 0.85692
C 3.40834 4.22555 1.88206
H 3.36127 5.28201 2.18481
H 4.04621 3.70296 2.60086
H 3.89107 4.20677 0.89839
C 2.74532 -0.73142 2.27543
H 3.61133 -0.77160 1.60155
H 2.95199 -1.42152 3.10979
H 1.86510 -1.11771 1.73221
C 1.55422 0.57772 4.05109
H 0.62229 0.07330 3.74965
H 2.03043 -0.02226 4.84150
H 1.31020 1.56240 4.47437
C 3.87797 1.24153 3.35314
H 4.58789 1.39960 2.52977
H 3.75945 2.17498 3.91918
H 4.32336 0.50300 4.03737
Mg -0.22526 0.23328 0.45085
C -1.23943 2.13314 1.14353
O -1.94379 3.00834 1.42200
N 0.21489 -1.62397 -0.29144
C 0.76554 -1.62285 -1.43854
C 2.00610 -2.45825 -1.68301
C 2.26496 -3.49179 -0.77992
C 2.86485 -2.20397 -2.76688
C 3.32968 -4.36485 -1.01979
H 1.60064 -3.60385 0.07939
C 3.95328 -3.05113 -2.97384
H 2.67745 -1.36186 -3.43447
C 4.18208 -4.12920 -2.10491
H 3.46289 -5.22899 -0.36713
H 4.60012 -2.88758 -3.83637
H 5.02424 -4.80003 -2.27569
C -3.19915 1.25832 5.06246
N -2.47062 0.94382 3.82733
C -2.76205 -0.16467 3.10087
S -1.53768 -1.08427 2.34869
N -4.05176 -0.55022 2.99735
C -5.16593 0.40488 2.97484
H -3.69521 0.37139 5.47596
H -3.94259 2.04206 4.87502
H -2.47945 1.63334 5.79946
H -1.47652 1.15570 3.85346
H -4.17194 -1.39892 2.44633
H -5.92987 0.02550 2.28698
H -5.60705 0.48205 3.97573
H -4.84636 1.39890 2.63458
*
```

The calculation puts the HOMO energy at -8.05 eV. The value obtained for the HOMO-LUMO gap is 0.1874 hartree.

---

Entry 3:
Formula: C16H17Cl6NO
Source: OMol25
Level of theory: the ωB97M-V functional and the def2-TZVPD basis

Geometry as ORCA input:
```
! RIJCOSX wB97M-V def2-TZVPD def2/J DEFGRID3
* xyz 0 1
Cl 1.36391 -1.27019 2.13736
C -2.43833 0.00377 5.11190
Cl -1.76874 1.57653 4.91761
C -3.27751 -0.47055 3.97716
O -3.32107 0.08248 2.87526
C -3.88999 -1.79512 4.18125
Cl -4.88427 -2.34110 2.92257
C -3.43180 -2.64991 5.17976
Cl -4.03330 -4.24630 5.23814
C -2.33333 -2.27102 6.01034
Cl -1.50963 -3.43599 6.89906
C -1.80097 -0.94927 5.90336
Cl -0.30692 -0.57365 6.70337
C 1.30999 2.27106 1.86924
C 1.40230 2.63872 0.38166
C 1.20416 1.44639 -0.53371
C 1.83173 0.16526 -0.10183
N 1.83468 -0.87828 -0.90954
C 1.17397 -0.92371 -2.22785
C 1.27639 -2.38586 -2.72035
C 1.92011 -3.20965 -1.59484
C 2.23901 -2.22555 -0.46615
C 2.30964 -0.02644 1.32842
C 2.35698 1.22083 2.23707
H 1.52958 3.19556 2.41407
H 0.28746 1.94380 2.15339
H 0.66646 3.40597 0.13669
H 2.36118 3.12866 0.17424
H 0.12039 1.32516 -0.69695
H 1.51343 1.73101 -1.54207
H 0.11525 -0.63934 -2.14551
H 1.61946 -0.23445 -2.95622
H 0.26943 -2.75486 -2.95870
H 1.88853 -2.45421 -3.63093
H 1.21636 -3.96329 -1.21398
H 2.82719 -3.72620 -1.93132
H 3.28581 -2.29038 -0.12256
H 1.60762 -2.53909 0.38835
H 3.30890 -0.46735 1.25530
H 3.36371 1.63349 2.13424
H 2.24514 0.93840 3.29175
*
```

The calculation puts the HOMO energy at -5.52 eV. The value obtained for the HOMO-LUMO gap is 0.1221 hartree.

---

Max |F|, respectively: 15.04; 4.69; 2.05 eV Å⁻¹.
Energy, respectively: -60455.58074; -79009.79573; -95537.24446 eV.